ORCA calculation (wB97M-V/def2-TZVPD) on C7H14BBrKN4O6 as an isolated structure at a distorted geometry.

Properties
orbital gap: 6.8 eV
HOMO energy: -11.99 eV
charge: +1

```
34
Properties=species:S:1:pos:R:3:lowdin_charge:R:1
Br -0.98 -0.71 -1.35 0.841
K -1.83 -2.80 0.96 0.884
O -4.20 0.24 -2.40 0.060
O 3.03 -0.37 2.73 0.198
O 4.52 -2.20 2.28 0.203
O 4.36 -4.99 4.05 -0.128
O -4.89 1.82 -3.74 0.014
O 5.31 0.02 2.03 0.261
N 2.13 0.46 0.82 0.184
N 0.30 -1.53 0.94 -0.117
N 1.22 -1.44 1.88 0.178
N 1.20 0.39 -0.10 0.078
C 4.48 -4.70 5.44 -0.155
C -4.20 1.41 -2.68 -0.541
C -5.11 3.20 -4.07 -0.223
C 0.34 -0.60 0.00 -0.798
C -3.38 2.42 -1.89 0.005
C 2.11 -0.46 1.78 -0.382
C -3.96 3.78 -4.86 -0.059
B 4.33 -0.84 2.33 -0.742
H 5.21 -3.90 5.61 0.077
H 4.97 0.80 1.58 0.125
H -2.36 2.42 -2.27 0.088
H 3.52 -4.42 5.87 0.073
H -5.33 3.77 -3.17 0.115
H 4.05 -4.20 3.61 0.036
H 4.83 -5.60 5.93 0.079
H -3.03 3.78 -4.29 0.068
H -4.18 4.81 -5.15 0.086
H -3.37 2.11 -0.85 0.085
H 4.46 -2.46 1.36 0.122
H -3.77 3.43 -1.92 0.073
H -3.79 3.19 -5.77 0.086
H -6.01 3.20 -4.67 0.126
```